CH6OSi2 | ωB97M-V/def2-TZVPD

Values from the calculation:
electronic energy	-695.78788	Eh
lowest unoccupied orbital energy (alpha / beta)	0.6 / -0.5	eV

Last column: Mulliken charge in e.
CARTESIAN COORDINATES (ANGSTROEM)
C -2.1437 0.7556 -0.0776  -0.312
O -1.4870 -0.3794 0.1364  -0.164
Si 1.8907 -0.0493 -0.0644  0.310
Si -0.0610 -1.2054 0.1009  0.064
H -1.5495 1.6349 -0.2984  0.235
H 2.8099 -0.8456 -0.8974  -0.110
H 1.6341 1.2119 -0.7775  -0.118
H 2.6415 0.3249 1.1495  -0.110
H -0.4875 -2.3268 0.9194  -0.066
H -3.2476 0.8793 -0.1909  0.273



CH6P2S | ωB97M-V/def2-TZVPD

Values from the calculation:
electronic energy	-1122.48802	Eh
lowest unoccupied orbital energy	0.6	eV

Last column: Mulliken charge in e.
CARTESIAN COORDINATES (ANGSTROEM)
C 0.4509 0.9132 -0.1117  -0.563
P 1.2843 -0.6727 -0.0855  -0.120
P -1.5698 -1.1658 0.5321  -0.090
S -1.1401 0.8757 0.8439  -0.097
H 1.1152 1.7757 0.0187  0.399
H -0.0229 1.2355 -1.4751  0.247
H 2.4588 -0.2272 -0.6722  0.040
H 1.8953 -0.7265 1.1401  0.039
H -1.5239 -1.0377 -0.8194  0.079
H -2.9480 -0.9701 0.6291  0.066



CH6P2S | ωB97M-V/def2-TZVPD

Values from the calculation:
electronic energy	-1122.43664	Eh
lowest unoccupied orbital energy (alpha / beta)	0.5 / -1.3	eV
spin multiplicity	3

Last column: Löwdin spin population.
CARTESIAN COORDINATES (ANGSTROEM)
C -2.9985 0.3655 0.1064  0.816
P 2.6893 -0.6686 1.3898  0.032
P 0.5312 0.8289 -0.8592  0.696
S 1.2328 -1.0290 -0.2070  0.188
H -2.1085 0.6599 0.5865  0.071
H -3.3523 -0.5303 0.4770  0.066
H -3.3840 0.7552 -0.7605  0.067
H 3.0737 0.4773 0.9407  0.004
H 3.6006 -1.2850 0.5206  0.010
H 0.7158 0.4261 -2.1945  0.051



CH6S | ωB97M-V/def2-TZVPD

Values from the calculation:
SMILES	C.S
electronic energy	-439.83058	Eh
lowest unoccupied orbital energy	0.6	eV

Last column: Mulliken charge in e.
CARTESIAN COORDINATES (ANGSTROEM)
S -1.2933 -3.3268 0.3966  -0.334
H -1.4421 -4.6641 0.4842  0.166
H -1.7944 -2.3627 1.2170  0.167
C 0.9221 2.0970 -0.3951  -0.908
H 1.0738 1.7366 0.6288  0.216
H -0.1149 1.8470 -0.6729  0.224
H 1.1653 3.1500 -0.5047  0.242
H 1.4835 1.5230 -1.1539  0.227



CH6S2 | ωB97M-V/def2-TZVPD

Values from the calculation:
SMILES	SS.C
electronic energy	-838.03205	Eh
lowest unoccupied orbital energy	0.2	eV

Last column: Mulliken charge in e.
CARTESIAN COORDINATES (ANGSTROEM)
C 1.7622 0.8906 -4.9319  -0.874
H 2.2960 0.0026 -4.6646  0.241
H 0.5867 0.7260 -4.9385  0.195
H 2.0977 1.3965 -5.8877  0.199
H 1.8871 1.4221 -3.9894  0.239
S -1.6184 -1.0209 7.0008  -0.173
S -3.1917 -1.6760 5.8045  -0.164
H -0.4610 -1.2841 6.4686  0.154
H -3.3587 -0.4568 5.1382  0.183



CH6S3 | ωB97M-V/def2-TZVPD

Values from the calculation:
SMILES	CSS.S
electronic energy	-1236.21655	Eh
lowest unoccupied orbital energy	0.5	eV

Last column: Mulliken charge in e.
CARTESIAN COORDINATES (ANGSTROEM)
S 3.6343 -0.1519 -0.1754  -0.322
H 3.3204 1.2067 -0.0171  0.164
H 3.4193 -0.3953 1.0575  0.144
C -0.7593 -0.8095 -0.1660  -0.676
S -2.4862 -0.5115 0.3782  -0.044
S -2.7974 1.2902 -0.6174  -0.246
H 0.1147 -0.0827 0.0715  0.264
H -0.7659 -1.8389 0.2655  0.219
H -0.7135 -0.9459 -1.2615  0.329
H -2.9666 2.2388 0.4648  0.167



CH6S3 | ωB97M-V/def2-TZVPD

Values from the calculation:
net charge	+1
electronic energy	-1235.88640	Eh
lowest unoccupied orbital energy (alpha / beta)	-6.1 / -9.1	eV
spin multiplicity	2

Last column: Löwdin spin population.
CARTESIAN COORDINATES (ANGSTROEM)
S 0.0939 0.4184 -2.3214  0.490
S 1.3042 -1.1467 -1.7195  0.466
H -1.1090 -0.1453 -2.4641  0.018
H 2.3813 -0.3976 -1.7803  0.014
C -0.7953 -0.1818 1.6138  0.002
S -1.0475 0.8480 3.1905  0.006
H -1.2300 0.3631 0.7868  0.002
H -1.2574 -1.1048 1.9646  0.000
H 0.2631 -0.4219 1.5860  0.001
H 0.1168 0.5825 3.8375  0.000



CH6S4 | ωB97M-V/def2-TZVPD

Values from the calculation:
SMILES	CSS.SS
electronic energy	-1634.37526	Eh
lowest unoccupied orbital energy	0.0	eV

Last column: Mulliken charge in e.
CARTESIAN COORDINATES (ANGSTROEM)
S -0.9080 2.5735 -1.3132  -0.203
S -2.1000 1.1989 -2.3372  -0.083
H -2.0403 3.1874 -0.8575  0.172
H -1.2019 0.3669 -2.0652  0.102
C 1.0037 -0.9275 -0.2194  -1.019
S 1.9649 -2.0297 1.1380  -0.055
S 0.6667 -1.4518 2.7561  -0.173
H 0.1128 -1.4859 -0.3759  0.433
H 1.6740 -0.8792 -1.1873  0.315
H 0.8772 0.1511 -0.0070  0.315
H 0.5794 -0.4283 1.9110  0.194



CH6S4 | ωB97M-V/def2-TZVPD

Values from the calculation:
SMILES	CSS.SS
electronic energy	-1634.40737	Eh
lowest unoccupied orbital energy	0.1	eV

Last column: Mulliken charge in e.
CARTESIAN COORDINATES (ANGSTROEM)
S -1.3596 2.0264 0.8210  -0.120
S 0.6342 2.0285 0.0559  -0.199
H -0.9328 3.0234 1.6134  0.140
H 0.1876 1.5045 -1.0901  0.185
C 1.0625 -1.4081 0.4412  -0.756
S 0.3875 -1.4223 -1.2450  -0.055
S -1.5692 -0.7152 -0.8087  -0.247
H 1.3405 -2.4293 0.6282  0.334
H 1.9557 -0.7904 0.5666  0.267
H 0.2320 -1.2003 1.1061  0.285
H -1.9384 -0.6173 -2.0888  0.166



CH6S6Si | ωB97M-V/def2-TZVPD

Values from the calculation:
electronic energy	-2720.33127	Eh
lowest unoccupied orbital energy	-0.7	eV

Last column: Mulliken charge in e.
CARTESIAN COORDINATES (ANGSTROEM)
C 2.2969 0.2230 -1.5121  -0.753
Si -2.0704 -0.8051 0.2281  0.672
S -1.0664 -0.0988 -1.3828  -0.382
S -3.2720 -2.5317 0.0341  -0.237
S -1.0269 1.7344 2.0757  -0.269
S 1.7819 1.2121 -0.0696  0.135
S -2.1016 -0.0682 2.2563  -0.070
S 1.8238 -0.1098 1.4903  -0.402
H 3.1242 0.7461 -2.0067  0.296
H 1.4675 0.1132 -2.1136  0.282
H 2.6304 -0.7403 -1.1837  0.309
H 0.3824 0.9717 -0.3308  0.134
H -4.3768 -1.8886 0.2140  0.135
H 0.4069 1.2419 2.3008  0.149



CH7N2 | ωB97M-V/def2-TZVPD

Values from the calculation:
net charge	+1
electronic energy	-151.52604	Eh
lowest unoccupied orbital energy	-5.4	eV

Last column: Mulliken charge in e.
CARTESIAN COORDINATES (ANGSTROEM)
C -1.0274 0.6615 -1.4144  -0.060
N -0.0095 0.8204 -0.6529  -0.174
H -1.4970 -0.3213 -1.4469  0.256
H -1.3989 1.4945 -2.0060  0.284
H 0.8220 1.3033 -0.9873  0.299
H 0.1540 0.0479 0.1320  0.452
N 0.6560 -0.8456 1.3606  -0.930
H 1.5878 -1.2503 1.3014  0.288
H 0.0362 -1.6365 1.5153  0.291
H 0.6768 -0.2738 2.1984  0.293



CH7N2O | ωB97M-V/def2-TZVPD

Values from the calculation:
net charge	-1
electronic energy	-227.04237	Eh
lowest unoccupied orbital energy	5.0	eV

Last column: Mulliken charge in e.
CARTESIAN COORDINATES (ANGSTROEM)
N 1.0824 1.8197 -0.3507  -0.734
H 1.5733 2.5306 0.1807  0.169
H 0.2226 1.5536 0.1658  0.376
H 1.6448 0.9780 -0.3238  0.219
N 0.1210 -1.4673 0.2847  -0.586
C -0.9893 -0.5578 -0.2158  -0.395
O -1.2185 0.4327 0.6436  -0.915
H 0.0679 -1.4402 1.2912  0.198
H 0.0235 -2.4156 -0.0649  0.199
H -0.6381 -0.2216 -1.2173  0.230
H -1.8897 -1.2119 -0.3935  0.237